The following is a DFT calculation (ωB97M-V/def2-TZVPD) of 3 unconnected molecules or ions with the total composition C16H40BFIN2O5S in a non-equilibrium geometry.

Structure (ORCA input):
```
! wB97M-V def2-TZVPD RIJCOSX def2/J DEFGRID3
* xyz 1 1
C -1.974 1.730 0.541
B -0.514 0.999 0.798
O 0.597 1.403 -0.103
S -0.137 -0.259 2.142
F 0.717 0.659 3.358
C -1.707 -0.986 2.899
C -1.914 -0.467 4.444
C -0.820 -1.091 5.517
I -3.885 -1.288 5.093
H -2.392 1.577 -0.564
H -1.855 2.891 0.770
H -2.750 1.251 1.297
H 1.305 1.758 0.525
H -1.684 -2.175 2.900
H -2.691 -0.679 2.310
H -1.982 0.711 4.469
H -1.287 -1.061 6.613
H -0.700 -2.229 5.246
H 0.185 -0.495 5.581
C -6.204 1.089 -6.096
O -6.345 -0.298 -5.823
C -5.289 -1.091 -6.381
C -4.412 -1.680 -5.264
N -3.624 -0.634 -4.602
C -2.971 -1.086 -3.366
C -3.887 -1.506 -2.200
O -4.637 -0.430 -1.633
C -5.861 -0.153 -2.300
H -7.115 1.596 -5.764
H -5.358 1.510 -5.549
H -6.081 1.267 -7.170
H -4.690 -0.531 -7.108
H -5.768 -1.918 -6.917
H -3.734 -2.425 -5.692
H -5.074 -2.183 -4.553
H -4.235 0.146 -4.373
H -2.352 -0.250 -3.023
H -2.286 -1.908 -3.605
H -3.233 -1.866 -1.395
H -4.538 -2.349 -2.453
H -6.315 -1.048 -2.735
H -5.705 0.610 -3.064
H -6.558 0.264 -1.566
C 4.488 1.535 4.331
O 4.371 0.299 3.642
C 3.656 0.409 2.405
C 4.602 0.176 1.215
N 5.547 1.287 1.063
C 6.636 1.005 0.118
C 7.614 -0.126 0.490
O 8.425 0.157 1.631
C 7.817 -0.161 2.877
H 4.915 1.337 5.319
H 5.157 2.216 3.800
H 3.507 2.003 4.465
H 3.127 1.366 2.315
H 2.901 -0.385 2.408
H 4.010 0.078 0.298
H 5.127 -0.768 1.390
H 5.958 1.498 1.969
H 7.213 1.932 0.030
H 6.207 0.806 -0.871
H 8.313 -0.231 -0.349
H 7.121 -1.098 0.589
H 7.142 -1.018 2.808
H 7.293 0.713 3.269
H 8.612 -0.405 3.587
*
```

Energy ... -52775.4333 eV

---

The following is a DFT calculation (ωB97M-V/def2-TZVPD) of a molecular structure, C16H40F4InN2O20S6 in a non-equilibrium geometry.

Structure (ORCA input):
```
! wB97M-V def2-TZVPD RIJCOSX def2/J DEFGRID3
* xyz 1 1
In 2.993 4.416 -4.723
N 1.341 1.175 -2.093
S 1.645 0.859 -0.711
O 2.630 -0.192 -0.494
O 0.614 0.884 0.318
F 2.384 2.296 -0.552
S 0.111 -0.023 -2.412
O -1.191 0.154 -1.812
O 0.598 -1.322 -2.760
F -0.146 0.576 -3.920
N 6.004 5.188 -1.650
S 6.055 6.457 -0.555
O 6.109 7.717 -1.172
O 6.572 6.373 0.776
F 4.465 6.394 -0.115
S 7.428 4.719 -1.160
O 7.620 4.049 0.137
O 8.516 5.517 -1.732
F 7.533 3.505 -2.162
C 1.104 -7.203 -1.623
C -0.407 -7.094 -1.572
C -0.766 -6.840 -0.095
S 0.589 -5.937 0.630
O 0.994 -6.564 1.915
O 0.259 -4.544 0.747
C 1.832 -6.202 -0.646
H 1.407 -6.852 -2.609
H 1.609 -8.169 -1.625
H -0.883 -7.879 -2.160
H -0.701 -6.122 -1.969
H -0.709 -7.817 0.387
H -1.718 -6.402 0.205
H 2.743 -6.351 -0.066
H 2.050 -5.251 -1.133
C -7.999 -2.086 -0.691
C -6.674 -1.209 -0.804
C -6.143 -0.825 0.639
S -6.918 -2.102 1.831
O -7.981 -1.397 2.526
O -5.955 -2.979 2.470
C -7.801 -3.094 0.505
H -8.394 -2.528 -1.606
H -8.759 -1.321 -0.532
H -7.103 -0.325 -1.276
H -6.001 -1.672 -1.526
H -6.583 0.157 0.814
H -5.060 -0.809 0.762
H -8.640 -3.588 0.997
H -7.017 -3.775 0.173
C -0.296 -1.387 5.592
C -1.671 -0.867 4.995
O -1.566 0.540 4.718
O 0.836 -1.084 4.762
H -0.307 -2.477 5.598
H -0.215 -0.854 6.539
H -2.505 -0.915 5.695
H -2.054 -1.384 4.115
H -0.991 0.734 3.974
H 0.503 -1.254 3.878
C 8.893 -3.688 -0.829
C 7.499 -3.249 -1.247
O 6.632 -3.309 -0.122
O 8.966 -5.060 -0.565
H 9.258 -2.994 -0.071
H 9.385 -3.390 -1.755
H 7.065 -3.938 -1.971
H 7.450 -2.232 -1.637
H 5.841 -2.816 -0.353
H 8.699 -5.255 0.337
C -2.379 4.823 -5.054
C -2.272 5.039 -3.542
O -0.964 5.637 -3.203
O -1.331 4.154 -5.710
H -2.239 5.859 -5.363
H -3.398 4.463 -5.198
H -2.404 4.087 -3.028
H -3.021 5.735 -3.164
H -1.109 6.094 -2.372
H -1.824 3.710 -6.404
C -2.143 5.617 2.604
C -2.596 6.291 3.954
O -1.649 7.155 4.515
O -1.889 6.672 1.719
H -2.889 4.881 2.305
H -1.186 5.123 2.770
H -2.699 5.513 4.710
H -3.534 6.825 3.798
H -2.123 7.879 4.930
H -1.427 7.358 2.206
*
```

Energy ... -142199.1102 eV